The following is a DFT calculation (ωB97M-V/def2-TZVPD) of C23H38FLiN5O3 as an isolated structure in a non-equilibrium geometry.

```
71
Properties=species:S:1:pos:R:3:forces:R:3
Li -1.0995 0.0065 -0.0363 -0.096 -0.085 0.269
C -1.1828 -2.7448 4.5764 0.105 -0.199 0.174
C -2.3469 -3.5712 4.0605 0.334 -0.919 -0.362
C -3.3596 -2.8590 3.1627 -0.171 0.119 0.140
C -2.7524 -2.0033 2.1416 -0.037 -0.020 0.323
N -2.2758 -1.3241 1.3537 0.306 0.016 -0.276
H -0.4923 -3.4060 5.1028 -0.024 0.012 0.023
H -1.4808 -1.9786 5.2923 -0.065 0.150 -0.173
H -0.6194 -2.3075 3.7512 -0.092 0.206 0.045
H -2.8786 -4.0768 4.8687 -0.148 0.332 0.097
H -1.9415 -4.4151 3.4910 0.102 0.162 -0.100
H -4.0268 -2.2557 3.7820 -0.019 0.157 -0.184
H -3.9745 -3.5797 2.6210 -0.069 -0.051 0.155
C -4.1055 3.8908 2.2236 0.411 0.502 0.149
C -5.2801 3.1423 1.6142 -0.589 0.560 -0.108
C -5.1080 1.6584 1.3241 0.277 -0.257 0.291
C -3.8914 1.3433 0.5645 -0.372 0.145 -0.181
N -2.9582 1.1070 -0.0569 0.129 0.006 0.101
H -3.4679 4.3555 1.4690 0.018 -0.270 -0.124
H -3.4493 3.3094 2.8738 -0.183 -0.267 -0.047
H -4.4605 4.7300 2.8247 -0.119 -0.087 0.012
H -5.5907 3.6583 0.7019 0.144 -0.100 -0.080
H -6.1570 3.2380 2.2591 0.098 -0.163 0.121
H -5.9816 1.2694 0.8017 0.103 -0.003 -0.216
H -5.0654 1.0991 2.2628 0.187 0.006 -0.008
C 2.9904 2.1399 -3.6658 0.108 0.389 -0.882
C 1.6704 2.8079 -4.0895 0.523 -0.765 0.310
C 0.5003 1.8210 -3.9450 -0.627 1.297 0.527
C 0.2017 1.5118 -2.5295 0.678 -0.155 -0.496
N -0.0098 1.3279 -1.4184 -0.112 -0.124 0.073
H 3.3302 1.3862 -4.3836 -0.280 0.066 -0.186
H 2.9497 1.6016 -2.7209 -0.014 0.530 0.308
H 3.7407 2.9312 -3.7184 0.262 -0.299 0.595
H 1.7728 3.1272 -5.1266 -0.217 -0.174 -0.092
H 1.5080 3.7278 -3.5291 -0.153 -0.145 0.235
H 0.6865 0.9455 -4.5558 -0.245 -0.287 0.164
H -0.4236 2.3268 -4.2439 0.031 -0.295 -0.523
C 3.1260 0.7176 3.4739 -0.339 0.061 -0.276
C 3.1402 1.8429 2.4416 0.217 0.232 -0.704
C 1.8898 2.7508 2.4514 -0.355 -1.371 0.977
C 0.6978 1.9087 2.2926 0.373 0.388 -0.035
N -0.2146 1.2284 2.1915 -0.599 -0.452 -0.307
H 2.7644 1.0983 4.4302 -0.100 -0.256 0.062
H 4.0905 0.2426 3.6436 0.222 0.334 -0.120
H 2.4899 -0.0817 3.0868 -0.294 0.072 0.407
H 3.1665 1.3971 1.4442 0.391 0.043 -0.063
H 4.0063 2.4956 2.5603 0.043 -0.085 -0.048
H 1.8464 3.5059 1.6732 0.350 0.264 0.194
H 1.8000 3.1234 3.4766 0.007 0.696 -0.299
C 4.3202 -2.9336 -0.0941 -0.361 -0.493 0.641
C 4.3704 -1.4174 -0.1028 0.615 0.102 0.591
C 3.1944 -0.7733 -0.8166 -0.121 0.169 -0.591
C 1.8734 -1.0413 -0.2392 0.219 -0.218 -0.209
N 0.8095 -1.2644 0.1254 -0.103 0.221 0.123
H 3.4426 -3.3359 0.4255 -0.229 0.379 -0.169
H 5.1259 -3.3428 0.5176 0.319 0.056 -0.439
H 4.3051 -3.3763 -1.0894 0.274 0.056 -0.041
H 5.3089 -1.0713 -0.5436 -0.189 -0.074 -0.449
H 4.4910 -1.0539 0.9204 -0.493 0.025 0.122
H 3.1784 -1.1422 -1.8483 -0.166 -0.173 0.066
H 3.2760 0.3077 -0.9520 0.156 0.032 0.402
C -0.0909 -3.0848 -5.1092 -0.129 0.100 -0.843
C -1.1126 -2.1515 -5.7269 -0.244 -0.072 0.500
O -1.1791 -1.1503 -4.7119 -0.158 -0.182 -0.774
C -0.9499 -1.7763 -3.5258 -0.561 -0.091 0.420
O -1.2422 -1.3267 -2.4701 0.168 0.244 0.237
O -0.4054 -2.9834 -3.7279 0.466 -0.090 0.011
F -2.3468 -2.7552 -5.8070 0.417 0.221 -0.062
H 0.8953 -2.6634 -5.3311 0.073 -0.254 0.233
H -0.1671 -4.1079 -5.4639 -0.050 -0.034 0.190
H -0.8708 -1.7266 -6.6989 -0.004 0.156 0.179
```
Forces are in eV/Å.

The calculation puts the calculated total energy at -40979.504 eV. As for the energy above the lowest of the compared OMol25 structures with the same formula, charge and spin: 24.50 kJ/mol. For the HOMO energy, the calculation gives -13.52 eV. Its charge is +1.

Mulliken population analysis, charges in e, atoms 1 to 5:
1. Li 1.1058
2. C -1.0159
3. C -0.4896
4. C -0.3645
5. C 0.0933

The following is a DFT calculation (ωB97M-V/def2-TZVPD) of C31H33ClHgN9O4S2 as an isolated structure.

```
81
Properties=species:S:1:pos:R:3:forces:R:3
Hg 0.4185 -0.7179 0.4819 0.074 -0.852 -0.329
Cl -2.1232 -7.5957 2.8461 -0.017 -0.002 0.001
C -1.1659 -6.1694 2.3847 0.003 0.048 -0.045
C 0.0969 -6.0050 2.9294 0.017 -0.039 0.056
C 0.8387 -4.8769 2.5448 0.038 -0.096 0.035
C 0.3766 -3.9095 1.6344 0.043 0.106 -0.014
O 1.1063 -2.9054 1.3049 0.042 -0.069 0.042
C -0.9683 -4.1086 1.0854 0.017 0.042 0.080
C -1.5896 -3.2193 0.2000 0.060 -0.181 0.090
O -1.1432 -2.1407 -0.3559 -0.043 0.441 -0.244
C -1.6981 -5.2645 1.4944 -0.052 -0.065 0.026
H 0.4867 -6.7257 3.6371 0.024 -0.005 0.004
H 1.8289 -4.7136 2.9562 0.021 -0.003 0.015
H -2.6182 -3.5085 -0.0716 -0.086 0.026 -0.100
H -2.6907 -5.4240 1.0871 -0.016 -0.011 0.010
S 4.8645 0.6480 0.4720 -0.062 -0.003 0.056
C 4.6177 -0.4554 -0.8093 0.002 0.032 -0.028
C 3.3185 -0.8531 -0.8867 0.033 -0.076 -0.064
C 2.4654 -0.2643 0.0937 -0.253 0.316 0.271
C 3.1764 0.5617 0.9162 0.165 0.107 -0.067
C 2.6864 1.3298 2.0697 -0.007 0.005 0.048
C 3.5090 2.2023 2.7936 0.045 -0.007 -0.058
C 2.9814 2.8992 3.8611 -0.031 0.001 0.039
C 1.6473 2.7142 4.2011 0.048 0.007 -0.031
C 0.9106 1.8208 3.4382 -0.010 0.023 0.027
N 1.4107 1.1542 2.4113 -0.026 -0.066 -0.007
H 5.4478 -0.7553 -1.4300 -0.004 -0.035 -0.018
H 2.9836 -1.5805 -1.6136 -0.039 0.003 0.016
H 4.5458 2.3271 2.5081 -0.008 0.037 0.018
H 3.6050 3.5812 4.4287 0.000 -0.003 -0.017
H 1.1935 3.2407 5.0306 -0.005 -0.008 0.001
H -0.1324 1.6195 3.6639 -0.006 -0.008 -0.013
C -0.3510 1.2945 -3.0737 0.077 0.028 -0.062
N -0.4785 -0.0708 -2.5936 0.000 0.113 0.047
C 0.4887 -0.9060 -3.2797 -0.006 -0.046 -0.024
N 0.2884 -0.8897 -4.7469 -0.010 -0.015 0.014
C 0.3950 0.5019 -5.1896 0.012 0.013 -0.003
N -0.5685 1.3900 -4.5362 0.018 -0.033 0.010
C -1.9098 0.8665 -4.8112 -0.014 0.015 -0.001
N -2.0927 -0.5098 -4.3532 0.027 -0.050 0.042
C -1.8229 -0.5500 -2.8944 0.003 0.073 -0.026
C -1.0824 -1.3381 -5.0120 -0.007 -0.018 -0.003
H 0.6441 1.6742 -2.8317 0.002 0.003 0.002
H -1.0962 1.9044 -2.5720 -0.058 0.080 0.089
H 0.3903 -1.9280 -2.9080 0.029 -0.019 -0.004
H 1.4935 -0.5352 -3.0653 -0.006 -0.027 0.012
H 0.2292 0.5412 -6.2724 0.015 -0.008 0.005
H 1.4048 0.8601 -4.9741 0.001 0.010 0.001
H -2.0850 0.9060 -5.8930 -0.015 0.004 0.015
H -2.6420 1.5027 -4.3083 0.000 0.006 0.004
H -1.9201 -1.5647 -2.5168 -0.015 -0.068 0.043
H -2.5409 0.0903 -2.3822 -0.016 0.010 0.038
H -1.2554 -1.3141 -6.0943 0.007 -0.009 0.009
H -1.1872 -2.3657 -4.6586 -0.004 -0.007 0.000
C 1.8586 6.0427 -1.7135 0.027 -0.007 0.003
N 0.5025 5.5728 -1.5933 0.009 -0.035 0.015
C -0.6244 6.1578 -2.1499 -0.015 0.007 -0.022
C -1.6658 5.3522 -1.8623 0.032 0.021 0.048
N -1.1791 4.2945 -1.1291 -0.073 -0.132 -0.123
C 0.1652 4.3945 -0.9756 0.037 0.039 0.033
S 1.1893 3.3189 -0.2151 0.048 0.128 -0.055
H 1.8548 7.1259 -1.8325 -0.003 0.005 0.005
H 2.3614 5.5816 -2.5666 -0.008 -0.003 0.003
H 2.4019 5.7592 -0.8132 -0.009 0.014 -0.004
H -0.5817 7.0835 -2.6945 0.020 0.021 -0.002
H -2.7067 5.4459 -2.1112 -0.027 -0.023 -0.010
H -1.7166 3.4361 -0.8875 0.021 0.022 0.021
C -4.7368 2.9706 0.7927 -0.026 -0.024 -0.014
N -3.8377 1.9286 1.2369 -0.047 0.035 -0.009
C -4.0000 1.3283 2.4530 -0.053 -0.014 0.045
C -3.1449 0.3979 2.8908 0.004 -0.036 0.001
C -1.9987 0.0623 2.0496 0.132 0.061 -0.002
O -1.1364 -0.7341 2.4339 -0.092 0.137 0.005
N -1.8770 0.6770 0.8349 0.007 0.036 0.033
C -2.7571 1.5662 0.4068 -0.085 -0.185 0.033
O -2.7289 2.1279 -0.7150 0.090 0.202 -0.021
H -5.6484 2.9279 1.3892 0.005 0.008 0.013
H -4.9800 2.8244 -0.2571 -0.008 -0.005 0.004
H -4.2876 3.9620 0.9013 0.005 0.001 -0.015
H -4.8666 1.6468 3.0211 0.007 0.002 -0.008
H -3.2729 -0.1051 3.8364 -0.002 0.004 0.017
```
Forces are in eV/Å.

The calculation puts the calculated total energy at -92651.710 eV. As for the energy above the lowest of the compared OMol25 structures with the same formula, charge and spin: 97.09 kJ/mol. For the HOMO energy (alpha / beta), the calculation gives 1.49 / -0.77 eV. Its charge is -2. As for the multiplicity: 2. Its expectation value of S² is 0.79.

Mulliken population analysis, charges in e, atoms 1 to 5:
1. Hg 1.8677
2. Cl -0.3411
3. C 0.4696
4. C -0.7248
5. C -0.4837